1.
The following is a DFT calculation (wB97M-V/def2-TZVPD) of an isolated ion of composition C5H8N5 and charge +1 in a non-equilibrium geometry.

```
18
Properties=species:S:1:pos:R:3:lowdin_charge:R:1
C 1.2476 2.1480 -1.3538 -0.154
C 0.6011 0.1491 -1.0651 -0.368
C -0.6839 -1.9581 -0.3009 -0.031
C 0.1347 -1.2023 -1.3436 -0.058
C -0.6402 -0.7194 1.6617 -0.209
N 0.9122 1.1033 -2.0502 0.138
N 1.2411 1.8221 -0.0308 0.023
N -0.9016 -1.6185 0.8317 0.148
N 0.7524 0.5688 0.1408 0.075
N -1.5430 0.1641 2.0395 0.193
H 1.7288 3.1583 -1.7162 0.176
H -1.0481 -2.9349 -0.6801 0.158
H -0.5313 -1.1052 -2.1506 0.113
H 0.9808 -1.8323 -1.7330 0.164
H 0.1077 -0.8502 2.4374 0.170
H -1.3746 0.5924 2.9181 0.120
H -2.3972 0.2602 1.4816 0.156
H 1.4134 2.2544 0.9134 0.187
```

## Properties
energy relative to the best compared isomer or geometry (same formula, charge and spin) = 36.4 kJ/mol
Kohn-Sham gap = 0.382 Ha
charge = +1
lowest unoccupied orbital energy = -0.1296 Ha

2.
The following is a DFT calculation (wB97M-V/def2-TZVPD) of C33H35CuF5N4P2S as an isolated structure in a non-equilibrium geometry.

```
81
Properties=species:S:1:pos:R:3:lowdin_charge:R:1
Cu -3.2089 0.0581 2.6643 0.185
C -1.6666 -1.1787 3.9891 -0.124
C -1.1693 -0.1366 3.2379 -0.176
C -0.3735 -0.2587 1.9481 -0.185
C -1.2046 -0.2028 0.6406 -0.171
C -2.5660 -0.8258 0.7359 -0.170
C -2.8619 -1.9847 1.4150 -0.102
C -1.8727 -2.8806 2.0870 -0.164
C -1.6969 -2.6160 3.6139 -0.151
C -5.0794 0.1054 2.0758 -0.185
H -2.0367 -0.9649 4.9976 0.094
H -1.1184 0.8519 3.7183 0.118
H 0.2620 -1.1594 1.9460 0.103
H 0.3244 0.5941 1.9005 0.107
H -1.3532 0.8575 0.3687 0.122
H -0.6168 -0.6650 -0.1723 0.113
H -3.3285 -0.3548 0.1089 0.107
H -3.8926 -2.3475 1.3858 0.122
H -0.8949 -2.8657 1.5795 0.112
H -2.2497 -3.9128 1.9981 0.121
H -2.5562 -3.0816 4.1319 0.117
H -0.7995 -3.1498 3.9882 0.136
H -5.6168 -0.5162 2.8100 0.004
H -5.1860 -0.3084 1.0554 0.005
H -5.4480 1.1369 2.1457 -0.002
P 1.5656 0.5542 -3.7362 1.063
P 3.1976 1.6254 -1.2358 1.040
N 1.1156 -1.0311 -4.3360 -0.283
N 1.4348 1.2994 -5.3567 -0.259
N 3.8415 0.2572 -0.3220 -0.260
N 4.3272 2.7832 -0.5564 -0.284
C 3.4174 0.2924 -3.7378 -0.386
C 4.1329 1.3110 -2.8328 -0.392
C 0.2401 -1.8993 -3.6653 -0.150
C 0.2297 -3.1152 -4.3252 -0.102
C 1.1375 -3.0171 -5.4256 -0.086
C 1.6840 -1.7456 -5.3941 -0.140
C 0.5560 2.3663 -5.6093 -0.148
C 0.8406 2.8897 -6.8642 -0.100
C 1.9173 2.1258 -7.4171 -0.086
C 2.2613 1.1663 -6.4761 -0.166
C 3.0331 -0.4801 0.5559 -0.139
C 3.7252 -1.6218 0.9505 -0.087
C 4.9964 -1.5930 0.2927 -0.083
C 5.0374 -0.4456 -0.4777 -0.167
C 5.6951 2.6401 -0.2799 -0.130
C 6.2287 3.8948 -0.0072 -0.085
C 5.1684 4.8517 -0.1515 -0.099
C 4.0215 4.1573 -0.5048 -0.152
H 3.8411 0.3484 -4.7528 0.064
H 3.6099 -0.7273 -3.3706 0.088
H 5.1640 0.9671 -2.6536 0.066
H 4.2049 2.2923 -3.3301 0.089
H -0.2927 -1.5519 -2.7896 0.083
H -0.3367 -3.9947 -4.0469 0.091
H 1.3954 -3.7702 -6.1581 0.094
H 2.4131 -1.3007 -6.0465 0.079
H -0.1763 2.6560 -4.8679 0.093
H 0.3638 3.7421 -7.3260 0.090
H 2.4232 2.2614 -8.3613 0.093
H 3.0496 0.4297 -6.5239 0.080
H 2.0463 -0.1265 0.8058 0.060
H 3.3493 -2.3969 1.5987 0.088
H 5.7807 -2.3392 0.3352 0.097
H 5.8254 -0.0755 -1.1200 0.090
H 6.1746 1.6818 -0.2700 0.076
H 7.2558 4.0789 0.2536 0.089
H 5.2545 5.9158 -0.0188 0.087
H 3.0166 4.4897 -0.7099 0.092
F -8.7092 -1.5210 7.1581 0.113
C -7.6204 -0.9249 6.6462 -0.134
C -6.4091 -1.6124 6.5941 -0.136
F -6.3314 -2.8595 7.1052 0.102
C -5.3143 -1.0360 5.9652 -0.204
F -4.1546 -1.7374 5.9129 0.061
C -5.3760 0.2425 5.3676 -0.529
S -4.0758 1.0243 4.5748 0.767
C -6.6157 0.9123 5.4739 -0.227
F -6.7208 2.1457 4.9401 0.067
C -7.7216 0.3439 6.0831 -0.135
F -8.9080 0.9824 6.0742 0.109
```

## Properties
energy relative to the best compared isomer or geometry (same formula, charge and spin) = 4.3 kJ/mol
Kohn-Sham gap (spin up / spin down) = 0.243 / 0.263 Ha
charge = 0
2S+1 = 2
lowest unoccupied orbital energy (spin up / spin down) = -0.0073 / -0.0243 Ha

3.
The following is a DFT calculation (wB97M-V/def2-TZVPD) of one molecule with the formula C7H10N2 in a non-equilibrium geometry.

```
19
Properties=species:S:1:pos:R:3:lowdin_charge:R:1
C 1.0662 -0.4151 1.4605 -0.033
C -0.2489 -0.1343 0.7612 -0.451
C -0.9669 0.9412 1.4646 -0.016
C 1.1762 0.7568 -1.2201 -0.155
C 0.4169 -0.5292 -1.5730 -0.087
C -0.4945 -1.0557 -0.4012 -0.240
C -1.3934 -2.0487 -0.4291 0.056
H 1.8666 -0.6796 0.7067 0.093
H 1.4461 0.4294 2.0758 0.091
H 0.9723 -1.2667 2.1423 0.087
H -2.0293 0.8751 1.4955 0.099
H -0.5339 1.3889 2.3467 0.111
H 2.0434 1.0899 -1.8197 0.113
H -0.2920 -0.3010 -2.3801 0.125
H 1.0113 -1.3329 -1.9239 0.093
H -1.5058 -2.5673 -1.3923 0.069
H -1.9612 -2.1969 0.4760 0.061
N -0.4525 1.1468 0.1237 -0.072
N 0.6881 1.6348 -0.4244 0.056
```

## Properties
energy relative to the best compared isomer or geometry (same formula, charge and spin) = 443.0 kJ/mol
Kohn-Sham gap = 0.348 Ha
charge = 0
lowest unoccupied orbital energy = 0.0366 Ha

4.
The following is a DFT calculation (wB97M-V/def2-TZVPD) of one molecule with the formula C3H5N3OS in a non-equilibrium geometry.

```
13
Properties=species:S:1:pos:R:3:lowdin_charge:R:1
C 0.1988 0.2974 -0.3096 -0.582
C 0.9803 -0.9595 -0.1337 -0.205
C -1.2503 -1.2178 1.4130 -0.435
H -0.3423 2.6920 -0.3271 0.063
H 0.3675 3.0446 -1.7168 0.078
H 1.6833 -1.0353 -1.0282 0.155
H 1.5733 -0.8769 0.7664 0.121
H -1.8194 -1.5098 2.2527 0.060
N -0.1293 2.3226 -1.2497 0.000
N 0.4747 1.1336 -1.2022 -0.058
N -0.7039 -2.2491 0.8846 -0.016
O 0.1807 -2.1219 -0.1581 -0.132
S -1.2136 0.4801 0.8089 0.950
```

## Properties
energy relative to the best compared isomer or geometry (same formula, charge and spin) = 382.4 kJ/mol
Kohn-Sham gap = 0.341 Ha
charge = 0
lowest unoccupied orbital energy = 0.0227 Ha

5.
The following is a DFT calculation (wB97M-V/def2-TZVPD) of one molecule with the formula H5NOSSi in a non-equilibrium geometry.

```
9
Properties=species:S:1:pos:R:3:lowdin_charge:R:1
N -0.9505 1.1609 -0.3921 -0.134
O -0.4100 -1.8788 -0.1651 -0.256
Si -0.0883 -0.3656 0.3419 0.128
S 1.8768 0.0580 -0.4056 0.358
H -1.5928 0.8858 -1.1060 -0.016
H -1.2107 1.8811 0.2982 0.014
H 0.1435 -2.5385 -0.6818 0.101
H 0.0935 -0.4356 1.7699 -0.041
H 2.1385 1.2327 0.3406 -0.155
```

## Properties
energy relative to the best compared isomer or geometry (same formula, charge and spin) = 81.7 kJ/mol
Kohn-Sham gap = 0.346 Ha
charge = 0
lowest unoccupied orbital energy = 0.0159 Ha

6.
The following is a DFT calculation (wB97M-V/def2-TZVPD) of one molecule with the formula CH4N6O in a non-equilibrium geometry.

```
12
Properties=species:S:1:pos:R:3:lowdin_charge:R:1
C -0.0407 -0.8856 -0.2016 -0.423
H 1.1568 1.8183 0.1995 0.153
H 0.4026 0.7519 1.3772 0.039
H -2.3347 1.0630 -0.7357 0.110
H 3.0131 -0.4229 -0.2390 0.199
N 0.2044 1.2742 0.5630 0.047
N -0.2890 0.4024 -0.6149 -0.047
N -1.7015 0.3782 -0.4462 -0.019
N -2.1279 -0.7960 0.1727 0.003
N -1.2571 -1.6214 0.1697 0.059
N 1.0673 -1.5456 0.0872 0.120
O 1.9068 -0.4166 -0.3321 -0.241
```

## Properties
energy relative to the best compared isomer or geometry (same formula, charge and spin) = 429.9 kJ/mol
Kohn-Sham gap = 0.341 Ha
charge = 0
lowest unoccupied orbital energy = 0.0075 Ha